Molecular formula: C30H41N3NaO3
Method: DFT, ωB97M-V with the def2-TZVPD basis set

Geometry as ORCA input:
```
! wB97M-V def2-TZVPD RIJCOSX def2/J DEFGRID3
* xyz 1 1
C 0.432 -0.965 -6.998
C 1.311 -1.837 -7.771
H -0.379 -0.605 -7.580
H 0.890 -0.078 -6.503
C 2.457 -2.250 -7.211
C 2.450 -2.222 -5.711
H 2.527 -1.167 -5.399
H 3.186 -2.918 -5.296
C 1.106 -1.942 -9.242
H 0.092 -1.715 -9.582
H 1.317 -2.965 -9.557
H 1.797 -1.371 -9.875
C 3.598 -2.801 -8.076
H 4.045 -2.091 -8.796
H 3.313 -3.659 -8.714
H 4.434 -3.154 -7.457
Na 0.175 0.033 -0.353
O 0.053 -1.082 -2.852
C 0.493 -2.119 -3.362
O 1.077 -1.918 -0.342
C 0.972 -2.959 -0.989
O 1.169 -4.138 -0.392
N 0.647 -3.170 -2.360
C 0.953 -5.221 -1.331
C 0.865 -4.568 -2.676
H 0.013 -5.702 -1.045
H 1.780 -5.924 -1.207
H 0.023 -4.948 -3.245
H 1.795 -4.694 -3.246
C 0.922 -2.470 -4.872
C -0.199 -1.874 -5.862
H 0.656 -3.520 -4.817
H -0.947 -1.221 -5.482
H -0.686 -2.799 -6.159
C 2.598 -0.633 6.757
C 1.400 0.199 6.297
C 0.114 -0.453 6.850
C 1.542 1.622 6.864
C 1.315 0.248 4.758
C 2.200 -0.399 3.884
C 1.950 -0.330 2.500
N 0.953 0.383 1.963
C 0.108 1.041 2.782
C 0.260 0.977 4.190
C -1.019 1.784 2.124
C -1.755 2.769 2.829
C -2.859 3.389 2.221
C -3.171 3.008 0.911
C -2.351 2.087 0.253
N -1.298 1.491 0.835
C -3.699 4.458 2.939
C -3.598 5.762 2.129
C -5.167 4.025 2.987
C -3.219 4.729 4.373
H 2.631 -0.662 7.854
H 3.534 -0.188 6.400
H 2.521 -1.665 6.394
H 0.175 -0.532 7.946
H -0.782 0.130 6.598
H -0.002 -1.470 6.442
H 2.451 2.092 6.469
H 0.684 2.254 6.612
H 1.625 1.589 7.958
H 3.064 -0.974 4.219
H 2.580 -0.870 1.790
H -0.481 1.482 4.816
H -1.417 3.035 3.829
H -4.030 3.415 0.363
H -2.548 1.801 -0.787
H -3.973 5.616 1.110
H -4.180 6.568 2.595
H -2.553 6.094 2.066
H -5.272 3.101 3.560
H -5.787 4.786 3.469
H -5.561 3.855 1.984
H -3.309 3.832 5.000
H -2.177 5.075 4.395
H -3.836 5.514 4.833
*
```

LUMO level: -2.189 eV
E_tot: -46800.7483 eV
max |F|: 2.85 eV/A



Molecular formula: C5H10BrNOP
Method: DFT, ωB97M-V with the def2-TZVPD basis set

Geometry as ORCA input:
```
! wB97M-V def2-TZVPD RIJCOSX def2/J DEFGRID3
* xyz -1 1
C -1.847 -1.955 -1.135
C -1.350 -1.439 0.170
P -0.684 0.344 0.487
Br -2.361 0.694 2.045
C 0.626 0.084 -0.885
C 1.905 1.108 -0.822
N 0.347 -0.354 1.772
C 0.873 0.662 2.580
O 1.835 1.470 3.106
H -1.463 -2.987 -1.595
H -2.686 -1.399 -1.734
H -1.338 -2.169 1.084
H -0.200 1.703 0.725
H -1.551 0.916 -0.543
H 0.104 0.267 -1.943
H 0.952 -1.064 -0.911
H 2.317 1.300 0.278
H 1.693 2.183 -1.270
H 2.830 0.637 -1.410
*
```

LUMO level: 3.466 eV
E_tot: -88210.7157 eV
max |F|: 10.22 eV/A



Molecular formula: C7H8N2S
Method: DFT, ωB97M-V with the def2-TZVPD basis set

Geometry as ORCA input:
```
! wB97M-V def2-TZVPD RIJCOSX def2/J DEFGRID3
* xyz 0 1
C -2.503 0.057 -0.083
C 1.119 -1.039 -1.263
C 1.525 -1.683 0.010
C 0.337 0.057 -1.331
C 1.093 -1.147 1.159
C -0.125 0.742 -0.131
C -1.598 1.157 -0.051
N -3.189 -0.849 0.174
N 0.119 -0.111 1.227
S 0.704 2.438 0.082
H 1.479 -1.570 -2.073
H 2.239 -2.367 0.089
H 0.072 0.663 -2.311
H 1.364 -1.496 2.220
H -1.958 1.844 -0.738
H -1.829 1.721 0.851
H -0.755 -0.470 1.559
H 1.905 2.052 0.608
*
```

SMILES: N#CC[C@]1(S)C=CC=CN1
LUMO level: 0.484 eV
E_tot: -21201.5390 eV
max |F|: 5.03 eV/A



Molecular formula: C33H29F6N3OP3RuS
Method: DFT, ωB97M-V with the def2-TZVPD basis set

Geometry as ORCA input:
```
! wB97M-V def2-TZVPD RIJCOSX def2/J DEFGRID3
* xyz 2 6
Ru -1.462 2.483 0.188
N -5.471 1.649 1.649
C -4.303 2.113 1.236
S -3.273 1.073 0.289
N -3.999 3.368 1.543
N -2.812 3.776 1.093
C -2.630 5.088 1.288
C -1.513 5.855 0.979
C -1.528 7.248 1.279
C -0.438 8.011 1.014
C 0.730 7.424 0.434
C 0.789 6.099 0.111
C -0.335 5.289 0.362
O -0.287 4.047 0.028
H -5.780 0.720 1.413
H -6.109 2.266 2.131
H -3.475 5.584 1.754
H -2.412 7.684 1.723
H -0.445 9.067 1.242
H 1.591 8.053 0.248
H 1.662 5.638 -0.329
F 1.109 2.026 -0.233
P 2.791 1.782 -0.621
F 4.299 1.499 -0.933
F 2.300 0.483 -1.489
F 2.559 2.714 -1.887
F 2.820 0.816 0.704
F 3.089 3.038 0.313
C 1.057 -2.233 0.288
P 0.425 -0.570 0.176
C -0.416 -0.035 1.693
C -0.311 1.285 2.174
C -1.098 1.687 3.255
C -1.987 0.803 3.850
C -2.067 -0.502 3.388
C -1.288 -0.920 2.312
C -0.814 -0.394 -1.127
C -0.993 0.818 -1.821
C -1.975 0.916 -2.812
C -2.777 -0.172 -3.109
C -2.602 -1.365 -2.417
C -1.626 -1.481 -1.435
P 1.558 -2.907 -1.417
C 0.709 -4.518 -1.286
C 0.875 -5.384 -0.202
C 0.208 -6.595 -0.164
C -0.627 -6.961 -1.216
C -0.790 -6.117 -2.301
C -0.124 -4.896 -2.335
C 3.299 -3.339 -1.070
C 4.164 -2.429 -0.466
C 5.507 -2.737 -0.307
C 5.999 -3.952 -0.760
C 5.148 -4.853 -1.384
C 3.805 -4.550 -1.541
H 0.285 -2.877 0.720
H 1.900 -2.195 0.983
H 0.502 1.925 1.842
H -0.979 2.687 3.653
H -2.583 1.117 4.696
H -2.730 -1.207 3.869
H -1.381 -1.940 1.962
H -0.244 1.607 -1.753
H -2.084 1.839 -3.364
H -3.519 -0.102 -3.891
H -3.214 -2.224 -2.656
H -1.496 -2.434 -0.934
H 1.557 -5.124 0.601
H 0.350 -7.265 0.672
H -1.139 -7.913 -1.192
H -1.423 -6.411 -3.127
H -0.236 -4.241 -3.190
H 3.812 -1.458 -0.141
H 6.168 -2.023 0.162
H 7.045 -4.194 -0.633
H 5.529 -5.797 -1.746
H 3.151 -5.263 -2.028
*
```

LUMO level (alpha / beta): -7.563 / -9.343 eV
E_tot: -98785.5036 eV
<S²>: 8.81
max |F|: 0.80 eV/A



> Number 4 is which compound?

C33H29F6N3OP3RuS



> The highest E_tot belongs to which entry?

C7H8N2S



> Number 4 is which compound?

C33H29F6N3OP3RuS



> Number 4 is which compound?

C33H29F6N3OP3RuS